No. 1
Density functional theory data (ωB97M-V/def2-TZVPD) for C13H4F3IrN3O4 as an isolated structure.

⟨S²⟩: 0.756
Highest occupied orbital energy (spin up / spin down): -0.34007 / -0.33989 Eh
Molar mass: 515.403 g/mol
E_LUMO (spin up / spin down): -2.63 / -3.88 eV
Calculated total energy: -1366.79067 a.u.
HOMO-LUMO gap (spin up / spin down): 6.62 / 5.37 eV
Multiplicity: 2
ΔE to the lowest compared entry with this formula, charge and spin: 0.0 kcal/mol

Geometry as XYZ:
```
28
Properties=species:S:1:pos:R:3:forces:R:3
Ir -0.015457 3.567784 -0.658010 0.1 0.4 -0.1
O -3.801452 4.127210 0.804758 0.0 0.0 -0.1
C -2.706624 4.090880 0.388367 0.0 -0.1 0.1
O -2.049165 3.976061 -0.663010 0.0 -0.3 -0.1
C -1.423631 4.319220 1.721878 0.2 -0.2 -0.2
O -1.806899 4.671433 2.767746 -0.1 0.1 0.2
O -0.287232 4.033523 1.213567 0.1 0.2 0.3
N 1.865050 3.544182 -1.127236 -0.1 -0.2 -0.2
C 2.949885 3.047612 -1.121526 -0.2 0.0 0.6
N 4.030843 2.472959 -1.156747 0.1 -0.3 -0.3
C 5.235917 2.736186 -0.690044 0.0 0.2 0.1
N 6.301966 2.895276 -0.282566 0.1 0.0 0.0
F 0.127048 -5.809892 -0.775219 0.0 0.0 0.0
C -0.722050 -5.202794 0.074520 0.0 0.0 0.0
F -1.959452 -5.609168 -0.268136 0.0 0.0 0.0
F -0.471724 -5.688063 1.298925 0.0 0.0 0.0
C -0.594585 -3.708210 0.009608 0.0 0.0 0.0
C -0.809502 -3.077674 -1.210448 0.0 0.0 0.0
C -0.698573 -1.704783 -1.304990 0.0 0.0 0.0
C -0.371416 -0.946844 -0.177409 0.0 0.0 0.0
C -0.160370 -1.589112 1.040965 0.0 0.0 0.0
C -0.271311 -2.966760 1.134160 0.0 0.0 0.0
C -0.252540 0.478779 -0.282555 0.0 0.1 0.0
C -0.165109 1.677573 -0.397712 -0.1 0.0 -0.2
H -1.063437 -3.663655 -2.084015 0.0 0.0 0.0
H -0.864846 -1.206245 -2.249868 0.0 0.0 0.0
H 0.090832 -1.003681 1.914613 0.0 0.0 0.0
H -0.106165 -3.461795 2.080386 0.0 0.0 0.0
```
Positions in Å, forces in eV/Å.

=====

No. 2
Density functional theory data (ωB97M-V/def2-TZVPD) for C38H33N4O2S3SbSe4Tc as an isolated structure at a distorted geometry.

⟨S²⟩: 0.766
Highest occupied orbital energy (spin up / spin down): -0.24656 / -0.24663 Eh
Molar mass: 1209.509 g/mol
E_LUMO (spin up / spin down): -0.71 / -0.70 eV
Calculated total energy: -12958.45026 a.u.
HOMO-LUMO gap (spin up / spin down): 6.00 / 6.01 eV
Multiplicity: 2
ΔE to the lowest compared entry with this formula, charge and spin: 0.0 kcal/mol

Geometry as XYZ:
```
86
Properties=species:S:1:pos:R:3:forces:R:3
Tc -1.691400 2.479910 1.904959 0.1 0.3 1.0
N -2.133348 0.654128 1.393246 -0.4 0.1 -0.2
S -2.158148 -0.514143 0.542364 0.2 -0.3 -0.1
N -0.801700 -1.431843 0.305519 -0.1 0.1 0.0
S 0.334638 -0.993817 -0.635728 0.1 -0.2 -0.1
N 0.751900 0.477213 -0.845926 0.0 -0.1 0.1
S 1.135557 1.570327 0.339466 0.1 0.0 -0.1
N 0.112397 2.315140 1.048175 0.2 0.0 0.1
C 2.327394 0.739982 1.358523 -0.1 0.0 -0.1
C 1.901768 0.357589 2.616015 0.1 0.0 0.2
C 2.795656 -0.323548 3.438275 -0.1 0.0 -0.1
C 4.079204 -0.585545 2.993758 0.0 0.0 0.0
C 4.490470 -0.186739 1.722136 0.0 0.0 0.0
C 3.613070 0.478293 0.888806 0.0 0.0 0.0
C 2.127121 2.650502 -0.671757 0.0 0.0 0.0
C 2.597932 2.312447 -1.931495 0.0 0.0 0.0
C 3.379951 3.227988 -2.620522 0.0 0.0 0.0
C 3.688488 4.454215 -2.048056 0.0 0.0 0.0
C 3.212548 4.777263 -0.783715 0.0 0.0 0.0
C 2.425796 3.873411 -0.088641 0.0 0.0 0.0
C 1.656823 -2.069431 -0.140843 0.0 0.1 0.0
C 2.730909 -2.209120 -1.012347 0.0 0.0 -0.1
C 3.768098 -3.049296 -0.652833 0.0 0.0 0.0
C 3.726898 -3.717929 0.566941 0.0 0.0 0.0
C 2.657290 -3.544812 1.431587 0.1 0.0 0.0
C 1.601981 -2.712304 1.084800 -0.1 0.0 0.0
C -0.018779 -1.503738 -2.303142 0.0 0.0 0.0
C -0.110255 -0.584292 -3.332850 0.1 0.0 0.0
C -0.455616 -1.040031 -4.598695 0.1 0.0 0.0
C -0.696310 -2.387819 -4.814615 0.0 0.0 0.0
C -0.603236 -3.296525 -3.765967 0.0 0.0 0.0
C -0.270284 -2.856193 -2.497981 0.0 0.0 0.0
C -3.225121 -1.788742 1.148577 0.0 0.0 0.0
C -4.279139 -1.346971 1.931732 0.0 0.0 0.0
C -5.166118 -2.280956 2.442822 0.0 0.0 0.0
C -4.986780 -3.628442 2.170726 0.0 0.0 0.0
C -3.915729 -4.056466 1.395430 0.0 0.0 0.0
C -3.019662 -3.135904 0.878558 0.0 0.0 0.0
C -2.688831 -0.140967 -1.122671 -0.1 0.0 0.0
C -3.184595 -1.130737 -1.962194 -0.1 0.0 0.0
C -3.516722 -0.796246 -3.264681 -0.1 0.0 0.0
C -3.354098 0.508566 -3.715830 0.0 0.0 0.0
C -2.861805 1.486880 -2.864994 0.0 0.0 0.0
C -2.525835 1.164580 -1.556793 0.0 0.1 0.0
H 0.903611 0.576768 2.973673 -0.1 0.0 -0.1
H 2.462562 -0.622541 4.421599 0.0 0.0 0.1
H 4.776517 -1.104453 3.640407 0.0 0.0 0.0
H 5.501902 -0.384161 1.388372 0.0 0.0 0.0
H 3.925573 0.803884 -0.095830 0.0 0.0 0.0
H 2.350449 1.354807 -2.368096 0.0 0.0 0.0
H 3.744630 2.982077 -3.609397 0.0 0.0 0.0
H 4.300670 5.163395 -2.590149 0.0 0.0 0.0
H 3.450967 5.734430 -0.339003 0.0 0.0 0.0
H 2.032831 4.110390 0.892279 0.1 -0.1 -0.1
H 2.747580 -1.683838 -1.960914 0.0 0.0 0.0
H 4.608793 -3.183376 -1.320805 0.0 0.0 0.0
H 4.541479 -4.374236 0.845383 0.0 0.0 0.0
H 2.638262 -4.050261 2.388283 0.0 0.0 0.0
H 0.762631 -2.553526 1.752556 0.0 0.0 0.0
H 0.068612 0.464516 -3.139760 0.0 0.0 0.0
H -0.539047 -0.333876 -5.414489 0.0 0.0 0.0
H -0.960841 -2.735816 -5.804994 0.0 0.0 0.0
H -0.792497 -4.348139 -3.937502 0.0 0.0 0.0
H -0.197825 -3.552904 -1.670583 0.0 0.0 0.0
H -4.368039 -0.296397 2.171835 0.0 0.0 0.0
H -5.975416 -1.952834 3.080546 0.0 0.0 0.0
H -5.674419 -4.355975 2.582422 0.0 0.0 0.0
H -3.765883 -5.112160 1.209540 0.0 0.0 0.0
H -2.160127 -3.458746 0.306754 0.0 0.0 0.0
H -3.324154 -2.143077 -1.605870 0.0 0.0 0.0
H -3.911370 -1.556964 -3.926529 0.0 0.0 0.0
H -3.622525 0.763222 -4.733320 0.0 0.0 0.0
H -2.746876 2.508356 -3.202906 0.0 0.0 0.0
H -2.156616 1.934369 -0.889178 0.0 0.0 0.0
C -0.522190 5.676265 1.432539 0.1 -0.1 0.0
C -1.537529 5.144616 0.449717 0.1 0.2 0.0
O -1.824780 5.716645 -0.572648 0.0 -0.1 0.0
O -2.124659 4.001453 0.800274 -0.2 -0.1 0.1
H -0.251810 6.695663 1.175308 0.0 0.0 0.0
H 0.363147 5.038481 1.379611 -0.1 0.1 0.1
H -0.900320 5.615732 2.451762 0.0 0.0 0.0
Se 1.121931 0.596064 6.683746 0.3 0.1 0.0
Sb -0.907133 -0.195309 5.781759 -0.1 -0.3 0.1
Se -1.672941 2.500352 4.147217 0.0 0.3 -1.1
Se -2.929987 0.066687 6.955212 -0.2 0.0 0.0
Se -0.887545 -1.665458 3.901034 0.1 -0.2 -0.2
```
Positions in Å, forces in eV/Å.

=====

No. 3
Density functional theory data (ωB97M-V/def2-TZVPD) for one molecule with the formula C5H5N at a distorted geometry.

Highest occupied orbital energy: -0.31061 Eh
Molar mass: 79.102 g/mol
E_LUMO: 0.84 eV
Calculated total energy: -248.08649 a.u.
HOMO-LUMO gap: 9.29 eV
ΔE to the lowest compared entry with this formula, charge and spin: 118.3 kcal/mol
Structure (SMILES): CC=C=C1C=N1

Geometry as XYZ:
```
11
Properties=species:S:1:pos:R:3:forces:R:3
C 1.498313 -0.683648 -0.117071 -1.7 1.3 0.0
C 0.658498 0.254019 -0.391797 0.5 -0.1 0.2
C 2.388444 -1.647760 0.284669 1.9 -1.6 -1.1
C -0.340613 1.050006 -0.169534 -2.6 1.3 0.6
C -1.839595 0.718749 -0.154686 0.5 0.8 -0.3
N 1.533025 -1.440602 1.175806 0.8 -0.3 0.7
H 3.278301 -2.252089 -0.038241 -1.0 0.5 0.8
H -0.333652 2.128192 0.086722 1.2 -0.6 -0.1
H -2.095098 -0.274287 -0.264093 0.1 -2.7 0.6
H -2.293768 1.001235 -1.066019 -0.5 1.4 -1.2
H -2.453853 1.146186 0.654244 0.8 0.1 -0.1
```
Positions in Å, forces in eV/Å.

=====

No. 4
Density functional theory data (ωB97M-V/def2-TZVPD) for a 13-piece molecular cluster, C5H36O13 overall at a distorted geometry.

⟨S²⟩: 0.755
Highest occupied orbital energy (spin up / spin down): -0.51182 / -0.50569 Eh
Molar mass: 304.330 g/mol
Total charge: +1
E_LUMO (spin up / spin down): -2.76 / -9.89 eV
Calculated total energy: -1189.72537 a.u.
HOMO-LUMO gap (spin up / spin down): 11.16 / 3.87 eV
Multiplicity: 2
ΔE to the lowest compared entry with this formula, charge and spin: 49.0 kcal/mol

Geometry as XYZ:
```
54
Properties=species:S:1:pos:R:3:forces:R:3
C 1.726444 1.006013 -0.515479 2.5 1.2 0.5
O 2.539809 -0.101625 -0.108749 -3.3 5.4 5.4
C 0.413495 0.453301 -0.915791 -2.4 -3.3 -1.9
C -0.809466 1.140381 -0.309684 -0.2 1.6 1.4
C -2.129400 0.361647 -0.491240 -0.5 -0.7 0.2
C -0.826891 2.542042 -0.933123 -0.2 0.7 -1.7
H 2.199718 1.464985 -1.410099 -0.1 -0.3 0.3
H 1.671932 1.779125 0.287085 0.3 -1.1 -0.3
H 2.807289 -0.658506 -0.737490 2.1 -3.4 -5.8
H 0.185535 -0.636894 -0.713266 0.8 0.8 0.1
H 0.295034 0.506967 -1.991107 0.5 -0.3 -0.4
H -0.558476 1.191660 0.767947 -0.6 0.4 -0.3
H -2.315671 -0.230654 0.479416 0.2 0.4 -2.0
H -3.008782 1.111541 -0.558389 1.4 -1.3 -0.1
H -2.074901 -0.328657 -1.408845 -0.4 0.8 1.5
H -1.819869 3.018757 -0.959181 0.0 -0.6 -0.1
H -0.409825 2.636909 -2.008386 -0.7 -0.3 1.8
H -0.280620 3.285712 -0.415288 1.0 0.5 0.9
H -3.132703 2.657460 1.349781 -0.7 -2.8 1.1
H -2.655957 1.102583 1.740970 -1.5 1.9 0.2
O -3.458560 1.717525 1.637721 1.9 1.5 -0.7
H -1.811999 0.015129 3.593330 -0.6 0.8 2.0
H -1.724921 -0.782246 2.476580 -1.1 -2.7 -1.4
O -1.391150 0.039202 2.758582 1.5 1.8 -0.4
H -1.790685 0.738225 -2.787905 0.5 0.5 -1.9
H -0.786685 1.788061 -3.335488 -1.6 -2.0 -1.4
O -1.368596 1.006908 -3.660996 0.9 1.3 2.5
H 2.706184 -0.772447 -2.783697 -1.5 -0.2 -1.3
H 4.018409 -1.266398 -2.494498 4.3 -6.2 -0.5
O 3.565276 -0.533249 -2.466517 -2.9 6.1 1.6
H 3.715018 1.165499 2.155674 5.7 0.8 -0.6
H 2.613357 0.281804 1.782126 0.4 1.8 1.2
O 2.848617 1.112195 2.313021 -5.3 -2.0 -0.6
H 1.798189 -1.786706 1.528165 -2.3 -2.2 0.0
H 1.788190 -2.036230 0.166791 0.5 0.0 -2.7
O 1.362754 -2.479325 0.859073 1.5 1.6 2.8
H -0.911622 -2.690503 -1.140172 0.1 -0.4 0.2
H -1.444738 -2.141952 -2.403165 -2.1 0.9 -1.3
O -0.685795 -2.552677 -2.079881 1.6 -0.7 0.9
H -0.858912 -4.160540 0.213720 -0.5 0.3 0.3
H -0.177993 -2.875458 0.694629 -0.5 -0.1 0.2
O -1.082571 -3.244683 0.469507 0.9 -0.4 -0.5
H 0.191125 -0.455687 2.896366 2.6 -0.7 0.0
H 1.739741 -0.016662 3.130117 -0.5 -0.4 0.6
O 1.199125 -0.793643 2.899745 -2.1 1.0 -0.1
H 0.575429 -1.751061 -2.886775 0.2 -0.4 0.4
H 0.559374 -1.199814 -4.243834 0.9 0.3 0.0
O 1.182662 -1.293824 -3.496366 -0.9 0.1 -0.5
H -2.378248 -2.592350 1.416118 -0.6 -0.1 1.8
H -2.804030 -2.738851 2.929695 0.0 -4.0 4.1
O -2.792090 -2.189186 2.244944 0.5 3.9 -5.8
H 1.778145 3.231508 2.725141 1.6 -1.2 0.5
H 0.940762 3.334407 1.462936 -0.4 -2.2 -5.5
O 1.069559 3.620290 2.276256 -1.3 3.5 5.0
```
Positions in Å, forces in eV/Å.

=====

No. 5
Density functional theory data (ωB97M-V/def2-TZVPD) for a 16-piece molecular cluster, H32O16 overall at a distorted geometry.

Highest occupied orbital energy: -0.34928 Eh
Molar mass: 288.240 g/mol
E_LUMO: -0.83 eV
Calculated total energy: -1223.01383 a.u.
HOMO-LUMO gap: 8.68 eV
ΔE to the lowest compared entry with this formula, charge and spin: 116.1 kcal/mol

Geometry as XYZ:
```
48
Properties=species:S:1:pos:R:3:forces:R:3
O -2.988333 -1.969605 0.507898 -0.6 0.5 -0.7
H -2.937894 -1.363873 -0.264631 0.9 -0.4 0.1
H -3.885690 -2.264682 0.343478 -0.4 -0.6 0.6
O 2.226064 2.740824 0.186791 0.4 -0.8 1.0
H 2.456518 2.271318 1.010818 -0.3 0.8 0.1
H 2.241851 1.977886 -0.394484 -0.1 0.1 -0.9
O -0.591234 2.227093 2.923343 0.0 1.4 2.0
H -0.441554 1.583668 2.267186 0.6 -1.5 -1.1
H -0.188635 1.868244 3.745339 -0.5 0.2 -1.1
O 0.445456 -0.226026 -3.071704 0.9 0.0 -1.1
H 1.014961 -0.223656 -3.886664 -1.0 0.3 1.0
H -0.209742 0.476091 -3.172360 0.1 -0.1 -0.2
O -1.400449 -2.452707 3.239270 0.6 -0.4 -0.3
H -0.920957 -2.093014 2.465075 -0.3 0.0 0.9
H -2.206324 -1.944019 3.230893 -0.4 0.4 0.1
O 1.383136 0.067012 2.586113 0.6 0.2 0.4
H 1.690063 -0.140837 1.712191 -0.4 0.2 -1.0
H 1.740642 -0.687414 3.054700 -0.2 -0.3 0.7
O -0.479157 3.445634 -0.132817 0.1 -0.5 -1.8
H 0.325494 2.973267 0.079050 0.9 -0.2 -0.1
H -0.735702 3.727464 0.712252 -0.9 0.8 2.0
O -2.555698 0.010059 2.358243 -0.8 -2.1 0.1
H -2.243649 0.844593 2.096550 0.3 1.7 -0.6
H -2.797640 -0.506378 1.552029 0.2 0.5 0.7
O 0.007477 -2.958891 -2.262527 0.4 0.8 -0.8
H -0.617617 -2.873800 -3.001154 0.0 -0.4 0.3
H 0.657366 -2.275368 -2.532025 -0.4 -0.6 0.5
O -2.668216 1.662349 -0.276268 0.3 -0.2 -0.7
H -1.687125 1.649397 -0.298021 -0.5 0.2 0.2
H -2.903404 2.473984 -0.749813 0.2 -0.2 0.3
O 2.149175 2.441734 -2.745517 0.3 0.7 -0.6
H 1.245858 2.172314 -2.613550 -0.6 -0.3 0.2
H 2.047089 3.351632 -3.087935 0.3 -0.6 0.4
O 2.701735 -2.390981 0.418299 0.3 0.5 -0.4
H 3.422999 -2.030460 0.942885 0.1 -0.3 0.2
H 2.553361 -1.719738 -0.278045 0.0 -0.6 0.1
O -2.298009 -0.893057 -1.826887 -1.7 0.1 -0.2
H -2.346846 0.053710 -1.710211 0.0 0.7 0.3
H -1.444554 -1.107846 -2.141869 1.5 -0.4 -0.2
O -0.027999 0.290539 -0.080893 0.3 -0.4 -0.5
H -0.198371 -0.648515 0.108624 -0.8 -0.1 0.9
H 0.646884 0.110923 -0.744966 0.2 0.7 -0.3
O 2.578712 -0.051223 -1.065757 -0.7 -0.4 1.7
H 3.262942 -0.096539 -0.394922 0.3 0.4 0.2
H 3.041509 0.073595 -1.859340 0.9 0.5 -2.1
O 0.130891 -2.186712 1.079151 -0.7 0.7 -0.2
H 1.044618 -2.331078 0.880572 1.2 -0.2 0.0
H -0.240000 -3.056914 1.091611 -0.7 -0.9 -0.2
```
Positions in Å, forces in eV/Å.